[1]
Molecular formula: C2H6O3
Method: DFT, ωB97M-V/def2-TZVPD

Positions of all 11 atoms, in Å:
O 1.4264 -1.1173 0.0646
C 2.0603 -0.1291 0.2174
O 1.6698 1.1127 0.1649
H 3.1861 -0.0610 0.3796
H 0.7262 1.1963 0.0880
C -1.6396 -0.1829 0.1857
O -0.6662 0.2793 -0.8110
H -1.8660 -1.2738 0.1601
H -2.7164 0.2335 0.0476
H -1.4089 0.2328 1.1051
H -0.7718 -0.2906 -1.6021

Values from the calculation:
HOMO energy = -10.11 eV
Multiplicity = 1
Orbital gap = 10.89 eV
Energy relative to the best compared isomer or geometry (same formula, charge and spin) = 157.0 kJ/mol
Strongest force on any atom = 3.84 eV Å⁻¹
Structure (SMILES) = O=CO.CO

[2]
Molecular formula: C36H47BCl3HfN10O3S2Si
Method: DFT, ωB97M-V/def2-TZVPD

Positions of all 104 atoms, in Å:
Hf 0.2081 -0.1492 0.0921
C -0.4932 -3.7385 2.5364
C 0.2552 -3.0651 1.5809
N -0.1030 -1.7765 1.5379
N -1.0696 -1.6032 2.4671
C -1.3175 -2.7718 3.0761
B -1.6453 -0.2065 2.8794
N -2.4277 0.4315 1.7048
C -3.6010 1.0738 1.7312
C -3.8375 1.6093 0.4803
C -2.7281 1.2557 -0.2710
N -1.8739 0.5499 0.4811
N -0.4289 0.7216 3.0941
C -0.0933 1.5687 4.0767
C 0.9958 2.3141 3.6661
C 1.2720 1.8610 2.3804
N 0.4105 0.8977 2.0462
N -2.5742 -0.4225 4.0326
C -2.3814 -0.5039 5.3770
C -3.5277 -0.9971 5.9437
C -4.3937 -1.2131 4.8592
N -3.8125 -0.8771 3.7317
H -0.4405 -4.7744 2.8002
H 1.0501 -3.4425 0.9660
H -2.0489 -2.8745 3.8515
H -4.2041 1.1185 2.6129
H -4.6901 2.1702 0.1650
H -2.5230 1.4705 -1.3052
H -0.6366 1.6158 4.9978
H 1.5021 3.0789 4.2184
H 2.0347 2.1778 1.6872
H -1.4591 -0.2272 5.8437
H -3.7249 -1.1863 6.9769
H -5.3963 -1.5915 4.8627
C 0.7693 -2.8490 -1.7698
C 0.4170 -1.7266 -2.6852
C 0.2972 -1.9761 -4.0622
C 0.0030 -0.9534 -4.9208
C -0.1075 0.3591 -4.4228
C -0.3093 1.4626 -5.2776
C -0.3409 2.7348 -4.7654
C -0.1718 2.9409 -3.3984
C 0.0101 1.8806 -2.5193
S 0.3028 2.2360 -0.8411
C 0.0366 0.5455 -3.0169
N 0.2525 -0.5077 -2.1699
H 1.0671 -3.7191 -2.3487
H -0.0818 -3.1349 -1.1520
H 1.6041 -2.5477 -1.1325
H 0.4435 -2.9783 -4.4302
H -0.1193 -1.1319 -5.9784
H -0.4114 1.2881 -6.3368
H -0.4696 3.5845 -5.4169
H -0.1636 3.9435 -2.9985
Cl -4.7690 -2.4275 1.1409
C -4.3138 -2.3960 -0.6011
Cl -4.6194 -3.9614 -1.3908
Cl -5.1768 -1.0661 -1.4369
C -2.9195 -2.0837 -0.6440
N -1.8199 -1.7516 -0.6253
C 6.1732 -1.8272 -0.9042
C 6.2570 -0.5290 -1.6983
C 7.5532 0.2091 -1.3665
C 6.1483 -0.7871 -3.1998
O 5.1466 0.3223 -1.3659
Si 4.3577 0.7378 -0.0391
S 2.6978 -0.6966 0.1339
O 3.5389 2.1081 -0.2683
C 3.8638 3.2293 -1.1257
C 3.5224 2.8368 -2.5613
C 3.0187 4.4146 -0.6631
C 5.3420 3.5763 -1.0089
O 5.1984 0.4861 1.2872
C 5.6740 0.9906 2.5395
C 6.7968 1.9887 2.2707
C 6.1958 -0.2191 3.3130
C 4.5331 1.6691 3.2910
H 7.0184 -2.4646 -1.1443
H 5.2510 -2.3528 -1.1382
H 6.1834 -1.6073 0.1593
H 8.4073 -0.4126 -1.6173
H 7.5806 0.4371 -0.3047
H 7.6248 1.1372 -1.9289
H 6.9648 -1.4198 -3.5329
H 6.1893 0.1514 -3.7464
H 5.2049 -1.2787 -3.4229
H 2.4770 2.5503 -2.6332
H 4.1382 1.9960 -2.8660
H 3.7006 3.6710 -3.2313
H 1.9600 4.2093 -0.7825
H 3.2747 5.2932 -1.2474
H 3.2102 4.6296 0.3844
H 5.9518 2.6968 -1.1815
H 5.5641 3.9693 -0.0206
H 5.6025 4.3293 -1.7457
H 7.6543 1.4923 1.8246
H 7.1054 2.4479 3.2045
H 6.4531 2.7661 1.5942
H 6.9317 -0.7527 2.7177
H 5.3815 -0.8997 3.5469
H 6.6639 0.1033 4.2374
H 4.1888 2.5410 2.7400
H 4.8787 1.9893 4.2693
H 3.7062 0.9736 3.4185

Values from the calculation:
HOMO energy (alpha / beta) = -13.37 / -13.29 eV
Multiplicity = 2
Total charge = +2
Orbital gap (alpha / beta) = 7.11 / 4.71 eV
Energy relative to the best compared isomer or geometry (same formula, charge and spin) = 76.9 kJ/mol
Strongest force on any atom = 2.79 eV Å⁻¹

[3]
Molecular formula: C4H6AuO
Method: DFT, ωB97M-V/def2-TZVPD

Positions of all 12 atoms, in Å:
O 1.6039 0.5738 -0.6899
Au 0.9172 -0.5004 -1.8423
C 1.2944 1.0028 0.4661
C 0.0149 0.3930 1.2000
H 2.0889 1.0546 1.2293
H -0.0418 1.5911 0.4211
H -0.4119 1.0929 1.9318
H 0.4123 -0.3407 1.9177
C -0.6590 -0.8387 -0.3076
C -1.5404 -1.3291 -1.0964
H -1.1900 -1.8985 -1.9696
H -2.4885 -0.8006 -1.2602

Values from the calculation:
HOMO energy (alpha / beta) = -24.50 / -27.18 eV
Multiplicity = 3
Total charge = +3
Orbital gap (alpha / beta) = 6.20 / 7.53 eV
Strongest force on any atom = 8.56 eV Å⁻¹

Number 1: molar mass 78.1 Da. Number 2: molar mass 1055.7 Da. Number 3: molar mass 267.1 Da.